# 1
The molecule C5H8O2, computed with ωB97M-V/def2-TZVPD.

The geometry in XYZ format:
```
15
Properties=species:S:1:pos:R:3:lowdin_charge:R:1
C 1.17990 -0.09462 1.36167 -0.190
H -1.72185 -1.12589 0.07191 0.092
O 0.42653 0.17371 -2.13830 0.077
C -0.58107 0.68780 0.04929 -0.326
H -0.70817 1.75706 -0.17342 0.155
H 1.30657 -0.03550 -2.48046 0.119
H 2.01976 -1.42082 -0.32047 0.112
H -2.63984 0.29492 0.61066 0.083
H 1.25669 -0.82056 2.17313 0.117
C 0.48465 0.03582 -0.79492 -0.323
C 1.32980 -0.64342 -0.02477 -0.005
H 1.95751 0.67061 1.52488 0.118
O -0.10441 0.52612 1.38077 -0.092
H -2.30438 0.05595 -1.12589 0.085
C -1.90169 -0.06119 -0.11409 -0.022
```

Computed properties:
Highest occupied orbital energy, eV: -8.7
ΔE to the lowest compared entry with this formula, charge and spin, kcal/mol: 31.7

***

# 2
The molecule C5H8O2, computed with ωB97M-V/def2-TZVPD.

The geometry in XYZ format:
```
15
Properties=species:S:1:pos:R:3:lowdin_charge:R:1
O 0.14424 1.21122 0.64562 -0.043
H 0.04760 -1.90994 1.37936 0.104
O 0.60885 -1.74380 0.61043 -0.009
H 0.39834 0.23549 -2.02417 0.125
H 1.45347 1.95604 -0.71594 0.123
H -2.14966 1.37294 1.41361 0.068
H 1.75508 -0.75881 -1.40700 0.124
C -0.11706 -0.91719 -0.29025 -0.317
C -0.77558 0.22763 0.44395 -0.339
C 0.89833 -0.14350 -1.12593 -0.096
H -0.82184 -1.51265 -0.88753 0.152
H 2.12897 0.77768 0.45218 0.124
C 1.27590 1.01228 -0.19085 -0.158
H -2.84511 -0.23431 0.78576 0.059
C -2.00155 0.42693 0.91074 0.082
```

Computed properties:
Highest occupied orbital energy, eV: -8.8
ΔE to the lowest compared entry with this formula, charge and spin, kcal/mol: 26.9

***

# 3
A structure of composition C5H8O2, computed with ωB97M-V/def2-TZVPD.

The geometry in XYZ format:
```
15
Properties=species:S:1:pos:R:3:lowdin_charge:R:1
C -1.84287 -0.42910 -0.01037 -0.017
C 0.57456 0.15322 1.00664 0.023
H 0.04135 2.10857 -0.34790 0.111
H 2.27694 0.90570 -0.17806 0.109
H -1.74466 -1.45687 0.34276 0.089
O -0.79173 1.62612 -0.26263 0.057
H -2.22177 -0.43827 -1.03578 0.097
H 0.59545 0.79276 1.90073 0.115
H -2.56714 0.09921 0.61863 0.091
H 2.56588 -0.72954 0.47610 0.107
H 0.29083 -1.30275 0.09998 0.205
C 1.79424 -0.03161 0.13857 -0.125
O 0.83087 -0.91780 -2.02524 0.085
C 0.75395 -0.59207 -0.85881 -0.451
C -0.51684 0.29368 0.00697 -0.495
```

Computed properties:
Highest occupied orbital energy (alpha / beta), eV: -8.9 / -8.9
ΔE to the lowest compared entry with this formula, charge and spin, kcal/mol: 126.6

***

# 4
The molecule C5H8O2 at a distorted geometry, computed with ωB97M-V/def2-TZVPD.

The geometry in XYZ format:
```
15
Properties=species:S:1:pos:R:3:lowdin_charge:R:1
H 0.25974 -2.79290 0.59462 0.135
C 0.86189 -0.69469 0.07952 -0.247
C -1.02234 0.35680 -0.75361 -0.037
O -0.26358 0.51767 1.58086 -0.096
H -1.30037 -0.31006 -1.61069 0.108
C -0.46619 -0.52301 0.55869 -0.405
H 0.39271 -1.52750 2.12960 0.089
H 0.86567 -1.08547 -0.99168 0.163
C 0.19570 -1.76753 1.11569 0.104
H 0.28346 1.14757 0.88341 0.074
H -2.01444 0.95354 -0.73901 0.124
H 0.16568 2.48787 -0.57264 0.181
H 0.42222 1.24404 -1.63139 0.028
O 1.39368 0.66340 0.06820 -0.095
C 0.22619 1.33029 -0.71158 -0.127
```

Computed properties:
Highest occupied orbital energy, eV: -9.1
ΔE to the lowest compared entry with this formula, charge and spin, kcal/mol: 181.5

***

# 5
The molecule C5H8O2, computed with ωB97M-V/def2-TZVPD.

The geometry in XYZ format:
```
15
Properties=species:S:1:pos:R:3:lowdin_charge:R:1
C -0.55532 -0.99074 -0.71061 -0.190
H 0.06021 -1.01662 -1.61482 0.104
C 0.14529 -0.31358 0.45856 -0.241
H 2.03894 0.34668 1.38766 0.144
O -2.49875 -0.30972 0.20964 -0.008
H 0.10343 1.62076 -0.63268 0.110
H -0.19990 -0.67135 1.42398 0.134
H -0.84437 -2.01279 -0.44543 0.111
O 2.29632 0.28947 -0.69460 -0.005
H 2.64600 -0.60839 -0.75590 0.102
H -0.02662 1.82897 1.19077 0.108
C 0.28871 1.20871 0.35501 -0.069
C 1.49301 0.34064 0.44211 -0.348
H -3.17721 0.37695 0.25923 0.105
C -1.76973 -0.08900 -0.87291 -0.057
```

Computed properties:
Highest occupied orbital energy, eV: -8.4
ΔE to the lowest compared entry with this formula, charge and spin, kcal/mol: 92.9

***

# 6
A cluster of 2 separate species, C5H8O2 in total, computed with ωB97M-V/def2-TZVPD.

The geometry in XYZ format:
```
15
Properties=species:S:1:pos:R:3:lowdin_charge:R:1
C 1.98063 0.07938 0.20198 -0.374
C -1.35445 0.40893 0.88554 0.036
C -0.08778 0.21859 0.53743 -0.320
H 1.13920 -0.95965 2.00537 0.126
H 0.99501 2.06184 -0.16841 0.127
H 0.69707 0.81965 -1.42322 0.128
H -1.92189 1.25537 0.50410 0.074
C 0.87495 0.98984 -0.35368 -0.037
H 0.84490 -1.78543 0.45087 0.132
O 3.17708 0.08919 0.13734 0.112
H -1.86243 -0.25955 1.57609 0.073
H -1.51079 -0.79557 -1.04529 -0.017
H -2.29731 -0.33357 -2.25841 0.038
O -1.63706 -0.98082 -1.98571 -0.066
C 0.96287 -0.80820 0.93600 -0.034
```

Computed properties:
Highest occupied orbital energy, eV: -9.8
ΔE to the lowest compared entry with this formula, charge and spin, kcal/mol: 39.0

***

# 7
A cluster of 2 separate species, C5H8O2 in total, computed with ωB97M-V/def2-TZVPD.

The geometry in XYZ format:
```
15
Properties=species:S:1:pos:R:3:lowdin_charge:R:1
H 0.78099 -1.26509 1.79965 0.112
O -0.81130 2.12167 -0.30126 -0.044
H 2.55876 -0.75177 0.13670 0.117
C 0.68890 -0.33815 -0.97271 -0.384
H -2.10116 -1.10201 -1.09219 0.081
C -0.38652 -0.66228 0.03606 -0.261
H -0.67743 2.06162 -1.25594 0.050
H 2.06583 0.96168 0.15530 0.119
H -1.45103 1.41870 -0.12028 0.020
O 0.71972 -0.29338 -2.17451 0.109
C 1.70317 -0.06901 0.14399 -0.074
C -1.66772 -0.99152 -0.09995 0.083
H -2.31866 -1.15898 0.75547 0.076
C 0.58546 -0.38892 1.17693 -0.118
H 0.31098 0.45744 1.81273 0.114
```

Computed properties:
Highest occupied orbital energy, eV: -9.8
ΔE to the lowest compared entry with this formula, charge and spin, kcal/mol: 37.8

***

# 8
A cluster of 2 separate species, C5H8O2 in total, computed with ωB97M-V/def2-TZVPD.

The geometry in XYZ format:
```
15
Properties=species:S:1:pos:R:3:lowdin_charge:R:1
C 0.85143 -0.32813 0.59818 -0.070
H 1.04364 -1.26438 1.14605 0.148
H 2.84332 0.57015 0.99112 0.132
H -1.34324 1.46293 1.15016 -0.065
H -1.98099 -0.45049 0.66489 0.032
H -2.22757 1.69833 -0.32036 -0.044
C -2.30495 1.19153 0.66048 0.041
C -1.48642 -0.53329 -0.32441 -0.050
H 0.43802 0.36322 1.33908 0.113
C 2.20874 0.17765 0.17478 -0.195
C -0.15327 -0.58815 -0.50676 -0.358
O 0.33149 -0.96491 -1.69768 0.080
H 1.27460 -0.71334 -1.75653 0.083
H -2.13641 -0.76582 -1.16009 0.098
O 2.64160 0.14470 -0.95892 0.056
```

Computed properties:
Highest occupied orbital energy, eV: -8.5
ΔE to the lowest compared entry with this formula, charge and spin, kcal/mol: 128.4

***

# 9
A structure of composition C5H8O2, computed with ωB97M-V/def2-TZVPD.

The geometry in XYZ format:
```
15
Properties=species:S:1:pos:R:3:lowdin_charge:R:1
C -0.57460 0.58464 -1.30465 0.046
H -2.00039 0.69568 1.82998 0.077
C 0.67965 -1.32158 -0.22352 -0.107
O -0.71616 -1.25665 0.05529 -0.095
H -1.07577 -0.10260 -1.98797 0.113
C -0.62027 0.18481 0.17007 -0.332
H -0.50732 1.60642 -1.67986 0.115
C -0.95187 0.45568 1.63818 0.019
H 0.90574 -2.12859 -0.91866 0.120
H 1.24883 -1.41899 0.71676 0.136
C 0.68896 0.13947 -0.59544 -0.419
O 1.79720 0.96624 -0.53602 0.042
H 2.19881 0.95752 -1.41827 0.113
H -0.28547 1.16176 2.13524 0.080
H -0.78733 -0.52382 2.11887 0.091
```

Computed properties:
Highest occupied orbital energy, eV: -9.2
ΔE to the lowest compared entry with this formula, charge and spin, kcal/mol: 75.7

***

# 10
The molecule C5H8O2, computed with ωB97M-V/def2-TZVPD.

The geometry in XYZ format:
```
15
Properties=species:S:1:pos:R:3:lowdin_charge:R:1
H -1.05002 1.48451 -0.67848 0.119
H 1.30694 1.72225 -1.01316 0.109
C 1.18429 0.69557 0.94107 -0.067
H 1.57559 -0.03520 -1.03674 0.103
O 1.11414 1.92125 1.40740 0.032
C -1.11821 -0.47233 0.13112 -0.490
H -0.67402 0.20162 -1.84504 0.124
C 1.00476 0.76957 -0.56141 -0.214
O -2.01909 -0.16727 0.88566 0.073
H 1.13508 1.86974 2.37752 0.113
C -0.50718 0.54820 -0.81634 -0.131
H -0.80868 -2.32033 -0.90660 0.090
C -0.59090 -1.87211 0.06694 -0.021
H -1.04458 -2.47065 0.85278 0.087
H 0.49188 -1.87482 0.19528 0.074
```

Computed properties:
Highest occupied orbital energy, eV: -8.8
ΔE to the lowest compared entry with this formula, charge and spin, kcal/mol: 64.0

***

| no. | calculated total energy (eV) |
| --- | --- |
| 1 | -9408.4594 |
| 2 | -9408.6649 |
| 3 | -9404.3420 |
| 4 | -9401.9618 |
| 5 | -9405.8048 |
| 6 | -9408.1413 |
| 7 | -9408.1922 |
| 8 | -9404.2628 |
| 9 | -9406.5489 |
| 10 | -9407.0587 |